Density functional theory data (the ωB97M-V functional and the def2-TZVPD basis) for C57H35BrN8O2PRe as an isolated structure.

Geometry as XYZ:
```
105
Properties=species:S:1:pos:R:3:lowdin_charge:R:1
Re 0.05485 0.11196 0.52007 1.45
C -4.88786 -3.89395 2.18675 -0.05
C -5.48165 -2.71907 2.64849 -0.05
C -4.86827 -1.48311 2.46505 0.01
C -3.65584 -1.46789 1.80356 -0.10
C -2.74859 -0.36650 1.46985 -0.25
N -2.99816 0.92016 1.70100 0.24
C -2.12082 1.89602 1.58836 -0.23
C -2.39116 3.31158 1.86589 -0.10
C -3.54699 3.97316 2.22805 0.01
C -3.46789 5.34993 2.41218 -0.05
C -2.25927 6.02925 2.26092 -0.05
C -1.09397 5.35440 1.90845 0.00
C -1.18633 3.99350 1.70147 -0.12
C -0.17258 2.99039 1.33548 -0.26
N 1.12211 3.22630 1.19578 0.23
C 2.03217 2.32541 0.85811 -0.22
N 1.80999 1.09348 0.30242 -0.05
C 3.00107 0.41443 0.18181 -0.24
N 3.17257 -0.81203 -0.28556 0.22
C 2.21598 -1.70904 -0.48090 -0.24
N 0.92134 -1.61061 -0.06548 -0.03
C 0.24926 -2.78768 -0.30787 -0.23
N -0.96206 -3.09613 0.11253 0.24
C -1.79366 -2.26386 0.72364 -0.23
N -1.65764 -0.89911 0.83400 -0.05
C -3.06201 -2.64409 1.34155 -0.11
C -3.66509 -3.87255 1.52738 0.01
C 1.15510 -3.68213 -1.03349 -0.11
C 0.96247 -4.92637 -1.60072 0.00
C 2.03645 -5.50021 -2.27167 -0.05
C 3.26520 -4.84599 -2.35790 -0.05
C 3.45302 -3.58840 -1.79012 0.01
C 2.37938 -3.01665 -1.13824 -0.10
C 4.07832 1.29378 0.64404 -0.10
C 5.44103 1.09835 0.76422 0.01
C 6.19046 2.13352 1.31091 -0.05
C 5.58869 3.31978 1.73171 -0.05
C 4.21538 3.50882 1.61836 0.01
C 3.47778 2.48160 1.06144 -0.09
N -0.79059 1.77999 1.24242 -0.04
H -5.38870 -4.83976 2.35386 0.11
H -6.43232 -2.77268 3.16459 0.11
H -5.30740 -0.56345 2.83473 0.12
H -4.47787 3.43359 2.36777 0.12
H -4.35883 5.90543 2.67975 0.11
H -2.22757 7.09856 2.43266 0.11
H -0.14279 5.86723 1.80895 0.12
H -3.19226 -4.78324 1.17848 0.12
H 0.00331 -5.42704 -1.52644 0.12
H 1.92018 -6.47120 -2.73744 0.11
H 4.08487 -5.32656 -2.87844 0.11
H 4.40331 -3.07097 -1.85432 0.12
H 5.90186 0.16629 0.45938 0.12
H 7.26159 2.01510 1.42253 0.11
H 6.20345 4.10037 2.16566 0.11
H 3.72879 4.41557 1.95724 0.12
Br 0.59283 2.67708 4.92803 0.81
C 1.32757 1.01698 5.48778 -0.59
C 2.09294 1.00572 6.64359 -0.12
C 2.67742 -0.18185 7.06242 -0.08
C 2.51599 -1.33817 6.31485 -0.07
C 1.76330 -1.30914 5.15141 -0.02
C 1.14500 -0.13628 4.73163 -0.18
C 0.26713 -0.16218 3.50795 -0.59
O -0.93170 0.04907 3.60320 0.05
O 0.91998 -0.39339 2.38964 -0.15
H 2.22695 1.91950 7.20538 0.10
H 3.26353 -0.19568 7.97413 0.11
H 2.97674 -2.26420 6.63853 0.11
H 1.64231 -2.20704 4.55552 0.12
C 1.85104 1.14445 -5.39475 -0.06
C 0.47036 1.28477 -5.51073 -0.06
C -0.33979 1.11760 -4.40248 -0.08
C 0.22585 0.80920 -3.16478 -0.39
C 1.60253 0.67273 -3.05186 -0.08
C 2.41725 0.83979 -4.16812 -0.06
P -0.88621 0.56315 -1.75193 1.04
C -1.83442 2.12638 -1.76284 -0.34
C -1.07767 3.28809 -1.95597 -0.10
C -1.66979 4.53994 -1.87153 -0.06
C -3.02751 4.65217 -1.59979 -0.07
C -3.78362 3.50674 -1.40171 -0.07
C -3.19059 2.25074 -1.46789 -0.08
C -1.88170 -0.87534 -2.27721 -0.33
C -3.16658 -1.14821 -1.80782 -0.10
C -3.83124 -2.30245 -2.20134 -0.06
C -3.20958 -3.21657 -3.04085 -0.06
C -1.91139 -2.98130 -3.47166 -0.06
C -1.25247 -1.81812 -3.09743 -0.09
H 2.48211 1.27382 -6.26551 0.11
H 0.02887 1.52317 -6.47029 0.11
H -1.41419 1.22666 -4.49668 0.12
H 2.04537 0.43855 -2.09811 0.06
H 3.49154 0.73141 -4.07346 0.11
H -0.01752 3.21455 -2.17493 0.11
H -1.06939 5.43050 -2.02736 0.11
H -3.49297 5.63014 -1.53911 0.11
H -4.84334 3.58352 -1.18501 0.11
H -3.80762 1.38396 -1.29000 0.08
H -3.65233 -0.49612 -1.09557 0.08
H -4.83619 -2.48775 -1.84134 0.12
H -3.73222 -4.11461 -3.35147 0.11
H -1.40727 -3.70466 -4.10392 0.11
H -0.23976 -1.64830 -3.44541 0.11
```

electronic energy: -157154.47559 eV
HOMO (spin up / spin down): -9.4 / -10.0 eV
charge: +1
energy relative to the best compared isomer or geometry (same formula, charge and spin): 0.0 kJ/mol
orbital gap (spin up / spin down): 5.56 / 5.14 eV
2S+1: 4